Entry 1:
The following is a quantum chemistry calculation of a cluster of 11 separate species, C44H40BN10O18 in total, from the Open Molecules 2025 dataset.

- relative energy (zero: lowest compared OMol25 entry of this formula, charge and spin) (kcal per mole) = 76.5
- max |F| (eV Å⁻¹) = 5.89
- charge = -1
- HOMO-LUMO gap (Eh) = 0.3040

```
113
Properties=species:S:1:pos:R:3:lowdin_charge:R:1
O 5.453 -1.431 -3.329 0.126
C 4.588 -0.591 -3.101 -0.346
O 3.373 -0.795 -2.551 0.246
B 2.646 0.427 -2.575 -0.951
O 3.481 1.416 -3.171 0.232
C 4.714 0.858 -3.449 -0.301
O 5.753 1.380 -3.862 0.134
O 2.294 0.880 -1.216 0.229
C 0.984 0.952 -1.094 -0.367
O 0.335 1.361 -0.124 0.083
C 0.317 0.431 -2.401 -0.375
O 1.295 0.241 -3.273 0.199
O -0.889 0.397 -2.659 0.087
C 3.728 6.320 -4.191 -0.071
C 5.083 6.304 -4.788 -0.272
N 6.125 6.303 -5.281 0.116
H 3.779 5.913 -3.181 0.080
H 3.007 5.761 -4.788 0.076
H 3.337 7.338 -4.206 0.072
C -0.219 6.287 0.739 -0.088
C -1.592 6.066 1.100 -0.275
N -2.740 5.900 1.389 0.112
H 0.373 5.433 1.067 0.086
H 0.236 7.181 1.166 0.084
H -0.125 6.302 -0.347 0.083
C 4.187 1.519 3.637 -0.072
C 5.106 1.748 2.478 -0.261
N 5.889 1.876 1.634 0.118
H 4.519 0.944 4.501 0.077
H 3.208 1.134 3.353 0.074
H 3.992 2.542 3.959 0.069
C -0.806 2.931 -6.852 -0.073
C 0.537 2.942 -7.438 -0.286
N 1.609 2.955 -7.849 0.123
H -0.791 3.566 -5.967 0.078
H -1.025 1.917 -6.517 0.082
H -1.597 3.307 -7.500 0.077
C -5.099 3.650 -3.047 -0.085
C -6.255 4.407 -3.262 -0.317
N -7.226 5.047 -3.393 0.123
H -4.248 4.324 -2.953 0.092
H -4.973 3.012 -3.921 0.091
H -5.162 3.079 -2.121 0.095
C 8.053 -6.269 0.539 -0.078
C 8.198 -4.932 0.596 -0.087
C 7.944 -4.261 1.778 0.018
C 7.336 -4.924 2.877 -0.127
C 7.192 -6.316 2.787 -0.018
C 7.496 -6.990 1.621 -0.055
N 7.022 -4.187 4.093 -0.361
O 7.457 -3.077 4.297 0.088
O 6.229 -4.729 4.854 0.059
H 8.270 -6.748 -0.405 0.108
H 8.638 -4.403 -0.236 0.117
H 8.142 -3.199 1.792 0.119
H 6.767 -6.853 3.622 0.114
H 7.209 -8.029 1.551 0.104
C 1.351 -4.068 2.153 -0.059
C 0.876 -4.068 3.465 -0.089
C -0.454 -4.160 3.708 -0.032
C -1.394 -4.307 2.676 -0.133
C -0.952 -4.172 1.367 0.006
C 0.431 -3.945 1.081 -0.024
N -2.857 -4.377 2.981 -0.342
O -3.232 -4.445 4.141 0.065
O -3.602 -4.195 2.030 0.067
H 2.408 -3.979 1.953 0.103
H 1.641 -4.036 4.227 0.108
H -0.840 -4.196 4.716 0.113
H -1.709 -4.187 0.597 0.113
H 0.805 -3.855 0.072 0.104
C -2.959 0.748 6.254 -0.093
C -3.375 1.446 7.349 -0.065
C -2.835 2.703 7.621 -0.023
C -1.904 3.244 6.818 -0.140
C -1.524 2.529 5.660 0.013
C -2.020 1.252 5.400 -0.061
N -1.496 4.667 6.945 -0.325
O -1.769 5.405 7.864 0.086
O -0.893 5.107 5.942 0.034
H -3.414 -0.163 5.895 0.112
H -4.186 1.115 7.981 0.110
H -3.280 3.136 8.505 0.123
H -0.738 2.959 5.057 0.113
H -1.562 0.640 4.637 0.114
C -7.271 0.114 1.396 -0.065
C -6.505 0.781 2.375 -0.056
C -7.119 1.514 3.374 -0.035
C -8.486 1.493 3.551 -0.116
C -9.284 0.759 2.584 0.018
C -8.654 0.086 1.504 -0.076
N -9.089 2.166 4.752 -0.317
O -8.334 2.373 5.715 0.055
O -10.253 2.604 4.654 0.054
H -6.837 -0.469 0.596 0.105
H -5.432 0.860 2.281 0.108
H -6.449 2.099 3.988 0.119
H -10.363 0.785 2.564 0.104
H -9.273 -0.415 0.774 0.102
C 1.091 -3.046 -8.800 -0.078
C -0.196 -2.601 -8.711 -0.092
C -1.042 -2.879 -7.643 0.007
C -0.522 -3.580 -6.528 -0.130
C 0.786 -4.023 -6.618 -0.008
C 1.604 -3.771 -7.724 -0.051
N -1.337 -3.922 -5.344 -0.347
O -2.341 -3.241 -5.244 0.074
O -0.983 -4.719 -4.497 0.079
H 1.673 -2.832 -9.684 0.108
H -0.642 -2.081 -9.546 0.105
H -2.065 -2.533 -7.604 0.112
H 1.058 -4.739 -5.857 0.115
H 2.595 -4.195 -7.789 0.106
```

---

Entry 2:
The following is a quantum chemistry calculation of a structure of composition C44H41N5O5Ti, from the Open Molecules 2025 dataset.

- relative energy (zero: lowest compared OMol25 entry of this formula, charge and spin) (kcal per mole) = 7.3
- max |F| (eV Å⁻¹) = 1.13
- spin multiplicity = 2
- expectation value of S² = 0.754
- charge = -1
- HOMO-LUMO gap (alpha / beta) (Eh) = 0.2454 / 0.2535

```
96
Properties=species:S:1:pos:R:3:lowdin_spin:R:1
Ti 0.404 1.460 -0.261 0.930
O 4.537 1.397 -0.782 0.003
C 3.359 1.309 -0.461 0.002
N 2.308 2.073 -0.789 0.000
C 2.419 3.228 -1.589 0.002
C 3.589 3.716 -2.177 0.000
C 3.557 4.891 -2.920 0.001
C 2.365 5.580 -3.082 0.000
C 1.197 5.103 -2.503 0.000
C 1.204 3.927 -1.754 0.003
N 0.049 3.312 -1.213 0.009
C -0.992 4.095 -0.832 0.002
O -0.974 5.295 -0.561 -0.003
C -2.329 3.377 -0.740 0.001
C -3.321 3.892 0.087 0.000
C -4.539 3.238 0.145 0.000
C -4.727 2.108 -0.635 0.001
C -3.681 1.678 -1.436 0.000
N -2.504 2.296 -1.494 0.001
C 2.977 0.239 0.539 0.009
C 3.952 -0.553 1.120 -0.001
C 3.584 -1.429 2.121 0.007
C 2.263 -1.465 2.528 -0.001
C 1.350 -0.639 1.899 0.007
N 1.698 0.187 0.914 0.004
H 4.506 3.166 -2.047 0.000
H 4.470 5.262 -3.372 0.000
H 2.337 6.496 -3.663 0.000
H 0.272 5.647 -2.623 0.000
H -3.113 4.788 0.656 0.000
H -5.332 3.603 0.789 0.000
H -5.661 1.559 -0.619 0.000
H -3.782 0.783 -2.044 0.000
H 4.968 -0.448 0.763 0.000
H 4.323 -2.067 2.592 0.001
H 1.931 -2.112 3.329 0.000
H 0.315 -0.624 2.189 0.000
C 0.116 0.037 -1.880 -0.007
C 1.334 -0.732 -2.213 0.002
C 1.584 -1.971 -1.595 -0.001
C 2.760 -2.676 -1.814 0.000
C 3.737 -2.168 -2.663 -0.002
C 3.509 -0.947 -3.290 0.000
C 2.331 -0.245 -3.073 -0.001
H -0.683 -0.639 -1.567 -0.001
H -0.265 0.652 -2.697 0.001
H 0.835 -2.381 -0.923 0.000
H 2.911 -3.629 -1.313 0.000
H 4.662 -2.709 -2.828 0.000
H 4.265 -0.526 -3.945 0.000
H 2.185 0.718 -3.549 0.000
C -1.953 -6.895 -2.471 0.000
C -1.375 -6.139 -1.301 0.000
C -0.245 -6.623 -0.655 0.000
C 0.309 -5.926 0.410 0.000
C -0.260 -4.738 0.828 0.000
C -1.408 -4.247 0.205 0.000
N -1.955 -3.008 0.584 0.000
C -2.009 -2.460 1.859 0.000
C -1.964 -3.233 3.024 0.000
C -2.055 -2.628 4.269 0.000
C -2.192 -1.250 4.389 0.000
C -2.220 -0.476 3.235 0.001
C -2.127 -1.060 1.982 0.000
C -2.066 -0.228 0.718 0.004
O -2.771 -0.567 -0.228 0.005
O -1.243 0.769 0.729 0.009
C -1.981 -4.952 -0.864 0.000
C -3.211 -4.432 -1.561 0.000
H -1.308 -7.730 -2.747 0.000
H -2.069 -6.250 -3.346 0.000
H -2.943 -7.298 -2.237 0.000
H 0.215 -7.543 -1.002 0.000
H 1.206 -6.293 0.895 0.000
H 0.192 -4.161 1.621 0.000
H -2.257 -2.375 -0.141 0.000
H -1.871 -4.309 2.948 0.000
H -2.028 -3.249 5.158 0.000
H -2.267 -0.785 5.366 0.000
H -2.283 0.605 3.295 0.000
H -3.708 -3.660 -0.976 0.000
H -3.929 -5.236 -1.737 0.000
H -2.963 -4.002 -2.536 0.000
C 1.047 4.782 2.866 0.000
C -0.476 4.652 2.811 0.000
C -0.648 3.179 2.472 0.001
O 0.521 2.820 1.701 0.008
C 1.449 3.929 1.679 0.000
H 1.436 4.351 3.792 0.000
H 1.404 5.808 2.777 0.000
H -0.864 5.264 1.996 0.000
H -0.980 4.925 3.739 0.000
H -1.535 2.962 1.887 0.000
H -0.661 2.555 3.368 0.000
H 1.327 4.478 0.746 0.000
H 2.456 3.522 1.729 0.000
```

---

Entry 3:
The following is a quantum chemistry calculation of a structure of composition C44H42AgAsBrIN4O5P, from the Open Molecules 2025 dataset.

- relative energy (zero: lowest compared OMol25 entry of this formula, charge and spin) (kcal per mole) = 24.6
- max |F| (eV Å⁻¹) = 1.94
- charge = -1
- HOMO-LUMO gap (Eh) = 0.2423

```
100
Properties=species:S:1:pos:R:3:nbo_charge:R:1
Ag 1.177 -0.032 0.074 0.901
C 2.270 0.179 4.415 -0.716
C 2.477 0.514 2.942 0.574
O 1.493 0.885 2.290 -0.645
C 3.808 0.379 2.399 -0.274
C 4.876 -0.043 3.209 -0.150
C 6.140 -0.247 2.719 -0.320
C 6.386 -0.051 1.356 -0.194
C 5.374 0.340 0.528 -0.275
C 4.048 0.595 0.994 0.410
O 3.178 1.018 0.159 -0.811
H 1.223 0.329 4.661 0.226
H 2.880 0.829 5.037 0.215
H 2.532 -0.852 4.635 0.228
H 4.706 -0.218 4.261 0.198
H 6.936 -0.563 3.380 0.197
H 7.385 -0.214 0.967 0.196
H 5.553 0.501 -0.528 0.202
C 1.283 5.771 0.995 -0.062
N 0.349 5.425 -0.063 -0.480
C 1.027 5.568 -1.342 -0.063
N 2.256 4.803 -1.450 -0.478
C 3.132 5.169 -0.351 -0.064
N 2.522 5.019 0.958 -0.478
C 2.308 3.621 1.280 -0.524
P 1.182 2.716 0.094 0.782
C -0.147 4.068 0.113 -0.540
C 1.998 3.372 -1.457 -0.533
H 0.800 5.602 1.961 0.190
H 1.526 6.838 0.903 0.182
H 1.273 6.629 -1.481 0.182
H 0.346 5.257 -2.140 0.188
H 3.419 6.223 -0.480 0.181
H 4.025 4.542 -0.395 0.199
H 1.879 3.546 2.284 0.214
H 3.273 3.112 1.282 0.239
H -0.685 4.018 1.068 0.210
H -0.878 3.865 -0.680 0.206
H 1.359 3.145 -2.320 0.206
H 2.945 2.839 -1.575 0.238
Br -0.625 -8.030 -3.069 0.002
C -0.394 -6.160 -2.737 -0.085
C -0.988 -5.603 -1.621 -0.274
C -0.860 -4.243 -1.418 -0.121
C -0.170 -3.449 -2.326 -0.113
C 0.456 -4.038 -3.414 -0.186
C 0.342 -5.402 -3.629 -0.261
C -0.248 -1.935 -2.154 0.801
O -1.430 -1.519 -2.196 -0.795
O 0.794 -1.290 -2.023 -0.734
H -1.555 -6.214 -0.935 0.222
H -1.314 -3.789 -0.550 0.220
H 1.018 -3.423 -4.103 0.223
H 0.817 -5.875 -4.476 0.219
I 0.285 -2.481 2.707 0.144
C 1.484 -2.983 1.057 0.120
C 1.452 -4.277 0.585 -0.296
C 2.291 -4.595 -0.473 -0.155
C 3.129 -3.603 -0.967 -0.250
C 3.111 -2.353 -0.381 0.078
N 2.288 -2.030 0.622 -0.526
H 0.803 -5.013 1.033 0.230
H 2.298 -5.593 -0.883 0.220
H 3.791 -3.798 -1.795 0.216
H 3.789 -1.570 -0.690 0.218
O -0.919 -0.729 0.333 -1.216
As -2.386 -0.414 -0.255 2.066
C -3.420 -2.048 -0.025 -0.380
C -3.630 -2.408 1.301 -0.197
C -4.222 -3.617 1.620 -0.227
C -4.586 -4.488 0.606 -0.215
C -4.346 -4.153 -0.717 -0.179
C -3.767 -2.935 -1.036 -0.210
C -2.996 0.532 -1.843 -0.326
C -4.261 0.200 -2.302 -0.242
C -4.777 0.802 -3.435 -0.202
C -4.029 1.754 -4.106 -0.221
C -2.768 2.096 -3.644 -0.226
C -2.251 1.487 -2.512 -0.133
C -3.146 0.801 1.088 -0.313
C -4.454 1.265 1.040 -0.223
C -4.914 2.162 1.988 -0.227
C -4.064 2.612 2.985 -0.215
C -2.753 2.166 3.031 -0.208
C -2.299 1.263 2.086 -0.233
H -3.316 -1.719 2.081 0.228
H -4.390 -3.869 2.658 0.211
H -5.057 -5.430 0.850 0.204
H -4.605 -4.844 -1.508 0.205
H -3.544 -2.677 -2.063 0.251
H -4.837 -0.546 -1.766 0.218
H -5.758 0.521 -3.799 0.206
H -4.425 2.222 -4.996 0.205
H -2.193 2.832 -4.190 0.210
H -1.257 1.726 -2.149 0.223
H -5.111 0.931 0.246 0.210
H -5.935 2.520 1.944 0.205
H -4.421 3.318 3.722 0.204
H -2.084 2.528 3.799 0.210
H -1.270 0.914 2.102 0.263
```

---

Entry 4:
The following is a quantum chemistry calculation of a structure of composition C44H42Cl5F3N2OP2S2Sn, from the Open Molecules 2025 dataset.

- relative energy (zero: lowest compared OMol25 entry of this formula, charge and spin) (kcal per mole) = 14.3
- max |F| (eV Å⁻¹) = 1.82
- charge = +2
- HOMO-LUMO gap (Eh) = 0.1779

```
102
Properties=species:S:1:pos:R:3:lowdin_charge:R:1
Sn -0.631 0.672 -1.828 1.120
F -2.528 6.662 -1.636 0.162
C -3.212 5.536 -1.893 -0.610
F -2.953 5.201 -3.156 0.115
F -4.512 5.834 -1.818 0.169
C -2.854 4.467 -0.888 -0.093
C -3.281 4.664 0.415 0.041
C -2.958 3.734 1.392 -0.005
C -2.256 2.612 0.997 -0.148
N -1.853 2.412 -0.245 -0.051
C -2.099 3.324 -1.192 -0.681
S -1.385 2.999 -2.721 0.774
H -3.854 5.546 0.658 0.143
H -3.245 3.886 2.418 0.123
H -1.972 1.839 1.699 0.096
C 3.771 -2.245 5.324 -0.396
S 2.541 -3.061 4.283 0.820
C 1.019 -2.137 4.706 -0.458
C 0.665 -1.049 3.695 -0.240
C 0.611 -1.615 2.276 -0.293
N 0.138 -0.617 1.312 -0.418
P 1.217 0.362 0.415 1.015
C 2.865 0.041 1.131 -0.316
C 3.478 1.004 1.933 -0.059
C 4.704 0.736 2.519 -0.043
C 5.336 -0.478 2.299 -0.040
C 4.742 -1.427 1.479 -0.048
C 3.522 -1.165 0.884 -0.109
C 0.918 2.094 0.885 -0.421
C 0.559 2.462 2.176 -0.113
C 0.440 3.804 2.496 -0.053
C 0.662 4.775 1.530 -0.037
C 1.014 4.406 0.240 -0.042
C 1.154 3.069 -0.078 -0.132
P -1.334 -0.986 0.437 0.983
C -2.500 -1.508 1.738 -0.336
C -3.422 -0.581 2.212 -0.090
C -4.315 -0.930 3.209 -0.051
C -4.305 -2.214 3.728 -0.039
C -3.409 -3.151 3.233 -0.042
C -2.516 -2.813 2.233 -0.088
C -1.007 -2.544 -0.425 -0.394
C 0.280 -2.963 -0.735 -0.102
C 0.481 -4.103 -1.492 -0.067
C -0.610 -4.805 -1.981 -0.045
C -1.899 -4.368 -1.709 -0.045
C -2.102 -3.244 -0.933 -0.100
H 4.722 -2.723 5.109 0.035
H 3.520 -2.389 6.372 0.040
H 3.820 -1.188 5.077 0.025
H 1.160 -1.707 5.694 0.084
H 0.227 -2.882 4.749 0.072
H 1.410 -0.250 3.738 0.099
H -0.312 -0.638 3.963 0.114
H -0.067 -2.470 2.256 0.098
H 1.609 -1.984 2.028 0.057
H 2.999 1.955 2.106 0.101
H 5.162 1.484 3.149 0.120
H 6.298 -0.674 2.745 0.122
H 5.230 -2.372 1.294 0.121
H 3.094 -1.903 0.219 0.096
H 0.383 1.694 2.916 0.102
H 0.188 4.093 3.506 0.121
H 0.568 5.818 1.783 0.120
H 1.192 5.157 -0.512 0.122
H 1.453 2.783 -1.081 0.077
H -3.452 0.405 1.776 0.076
H -5.024 -0.200 3.569 0.116
H -5.010 -2.491 4.494 0.119
H -3.413 -4.158 3.619 0.119
H -1.860 -3.572 1.831 0.112
H 1.122 -2.396 -0.367 0.064
H 1.483 -4.444 -1.702 0.118
H -0.453 -5.681 -2.589 0.120
H -2.742 -4.911 -2.101 0.122
H -3.106 -2.905 -0.716 0.119
Cl -3.591 0.154 -2.037 0.745
C -2.897 -0.932 -3.154 -0.742
C -1.518 -0.957 -3.245 -0.302
C -0.913 -1.867 -4.088 -0.704
Cl 0.774 -1.976 -4.178 0.828
C -1.688 -2.728 -4.871 -0.699
Cl -0.926 -3.835 -5.930 0.748
C -3.082 -2.683 -4.788 -0.691
Cl -4.029 -3.766 -5.711 0.757
C -3.697 -1.769 -3.925 -0.699
Cl -5.401 -1.684 -3.811 0.751
C 3.244 -0.577 -2.788 -0.091
C 2.804 0.875 -2.905 -0.253
O 1.457 1.037 -3.338 -0.359
C 1.295 1.307 -4.736 -0.269
C 1.523 2.770 -5.085 -0.047
H 3.229 -1.085 -3.746 0.052
H 2.591 -1.112 -2.102 0.030
H 4.258 -0.600 -2.400 0.093
H 3.463 1.426 -3.580 0.133
H 2.871 1.328 -1.907 0.095
H 0.261 1.039 -4.960 0.110
H 1.954 0.651 -5.312 0.126
H 0.805 3.402 -4.568 0.045
H 1.388 2.904 -6.154 0.094
H 2.524 3.098 -4.826 0.081
```